Entry 1:
This record from the OMol25 dataset describes a molecular structure, C9H22N3O8SV. The level of theory is ωB97M-V with the def2-TZVPD basis set.

LUMO (alpha / beta) = 2.379 / 2.368 eV
ΔE to the lowest compared entry with this formula, charge and spin = 1.696 eV
Kohn-Sham gap (alpha / beta) = 0.1729 / 0.2009 hartree
<S²> = 3.756
E = -2464.57724 hartree

The geometry in ORCA input format:
```
! RIJCOSX wB97M-V def2-TZVPD def2/J DEFGRID3
* xyz -1 4
V -13.85 -32.84 20.71
O -13.97 -32.61 22.80
H -14.83 -32.33 23.18
S -13.11 -34.65 18.90
O -13.78 -35.83 18.27
O -11.89 -34.62 18.10
O -13.90 -33.42 18.75
O -12.94 -34.78 20.30
C -17.13 -33.63 21.42
O -15.99 -33.62 20.92
N -17.69 -32.55 22.08
C -18.80 -32.66 22.89
C -17.20 -31.20 22.06
H -17.77 -34.51 21.60
H -19.38 -33.57 22.79
H -19.40 -31.75 22.84
H -18.48 -32.63 23.93
H -16.20 -31.16 21.62
H -17.89 -30.58 21.49
H -17.14 -30.69 23.02
C -14.91 -30.19 19.00
O -14.67 -30.99 19.89
N -16.00 -30.34 18.26
C -16.85 -31.58 18.27
C -16.42 -29.21 17.47
H -14.36 -29.27 18.75
H -17.08 -31.95 17.27
H -17.78 -31.34 18.78
H -16.46 -32.46 18.79
H -15.60 -28.62 17.06
H -17.01 -29.54 16.61
H -17.10 -28.49 17.91
C -10.98 -31.48 21.25
O -11.89 -32.02 20.64
N -9.63 -31.53 20.85
C -8.63 -30.73 21.65
C -9.27 -32.37 19.76
H -11.18 -30.84 22.13
H -7.83 -31.36 22.05
H -9.00 -30.21 22.53
H -8.11 -29.94 21.09
H -10.12 -32.73 19.18
H -8.66 -31.81 19.06
H -8.64 -33.19 20.12
*
```

Entry 2:
This record from the OMol25 dataset describes 3 unconnected molecules or ions with the total composition C9H23BN4O7. The level of theory is ωB97M-V with the def2-TZVPD basis set.

LUMO = 0.403 eV
SMILES = COC(=O)N(COO)B(N)O.CNC(C)=O.CNC(C)=O
Kohn-Sham gap = 0.3624 hartree
E = -1127.26824 hartree

The geometry in ORCA input format:
```
! RIJCOSX wB97M-V def2-TZVPD def2/J DEFGRID3
* xyz 0 1
C 1.53 1.63 -0.87
O 0.86 0.80 -1.84
C -0.13 1.52 -2.56
O 0.26 2.17 -3.56
N -1.55 1.58 -2.25
C -1.99 0.61 -1.22
O -3.20 -0.06 -1.72
O -3.52 -1.08 -0.87
B -2.01 2.96 -1.87
N -3.46 3.33 -1.70
O -1.06 4.04 -1.60
H 2.32 2.33 -1.35
H 0.82 2.22 -0.20
H 2.14 0.93 -0.18
H -2.33 1.22 -0.29
H -1.25 -0.22 -0.98
H -2.82 -1.78 -0.96
H -4.06 2.49 -1.72
H -3.56 3.71 -0.75
H -1.07 4.13 -0.62
C 3.70 1.67 3.64
N 2.66 1.93 2.67
C 1.32 2.00 2.87
C 0.82 1.81 4.28
O 0.56 2.23 1.94
H 4.39 2.52 3.64
H 4.24 0.77 3.34
H 3.30 1.54 4.64
H 2.93 2.07 1.70
H -0.27 1.90 4.29
H 1.09 0.81 4.64
H 1.24 2.57 4.94
C -0.14 -5.89 -2.03
N -1.04 -5.03 -1.29
C -0.78 -3.83 -0.72
C 0.62 -3.28 -0.85
O -1.66 -3.22 -0.13
H -0.54 -6.03 -3.03
H -0.09 -6.85 -1.52
H 0.86 -5.47 -2.10
H -2.00 -5.33 -1.17
H 0.69 -2.32 -0.35
H 1.33 -3.97 -0.38
H 0.87 -3.14 -1.90
*
```